Record 1
23
Properties=species:S:1:pos:R:3 method="wB97M-V/def2-TZVPD" total_charge=0 smiles="C=CP(C)NC.C=C=C" spin_multiplicity=1 de_lowest_kcal_mol=41.0
C -1.54 0.73 -2.07
C -1.89 0.65 -0.78
P -0.80 -0.57 0.20
C -2.04 -1.66 0.83
N -0.79 0.40 1.69
C -0.42 1.83 1.64
H -1.93 1.43 -2.71
H -0.84 0.00 -2.30
H -2.77 1.02 -0.30
H -1.56 -2.47 1.31
H -2.73 -1.25 1.59
H -2.49 -2.26 0.05
H -0.11 -0.19 2.15
H -1.17 2.42 1.20
H 0.46 2.10 0.91
H -0.26 2.29 2.61
C 3.63 -0.27 -0.39
C 2.82 -0.52 -1.41
C 1.89 -0.79 -2.27
H 4.73 -0.27 -0.37
H 3.22 -0.03 0.63
H 1.45 -0.17 -3.10
H 1.46 -1.77 -2.22

Record 2
14
Properties=species:S:1:pos:R:3 method="wB97M-V/def2-TZVPD" total_charge=+1 spin_multiplicity=1 de_lowest_kcal_mol=127.0
C 0.23 0.73 -0.34
C -1.07 0.75 0.56
C -0.31 -1.35 0.60
N -1.60 -2.18 -0.85
N 0.60 -0.68 -0.33
O -2.68 -2.49 -0.50
O -0.93 -0.49 1.31
H 0.06 0.97 -1.29
H 0.98 1.23 0.13
H -1.18 1.46 1.28
H -1.96 0.58 -0.26
H -0.18 -2.30 1.06
H 0.33 -1.32 -1.16
H 1.59 -0.84 0.00

Record 3
75
Properties=species:S:1:pos:R:3 method="wB97M-V/def2-TZVPD" total_charge=-1 s_squared=0.81 spin_multiplicity=2 de_lowest_kcal_mol=26.8
Pd -0.90 -0.04 1.89
S 0.03 1.81 3.54
C -0.62 2.75 2.28
N -1.18 2.20 1.24
C -1.66 3.12 0.33
C -2.34 2.82 -0.84
C -2.76 3.86 -1.65
C -2.51 5.19 -1.31
C -1.84 5.50 -0.13
C -1.42 4.46 0.69
S -0.60 4.51 2.22
H -2.52 1.78 -1.10
H -3.29 3.64 -2.57
H -2.84 5.99 -1.96
H -1.65 6.53 0.14
C 5.53 1.30 -4.51
C 4.34 0.97 -3.66
C 3.31 1.89 -3.47
C 2.20 1.59 -2.69
C 1.12 2.64 -2.55
C 2.09 0.34 -2.06
Te 0.20 -0.15 -0.97
N -1.61 -1.21 0.10
C -1.66 -2.31 0.79
O -1.54 -2.30 2.06
C -1.83 -3.63 0.09
C -1.74 -3.72 -1.29
C -1.83 -4.95 -1.92
C -2.03 -6.11 -1.17
C -2.12 -6.02 0.22
C -2.02 -4.79 0.84
C 1.32 -0.74 0.76
C 1.32 -2.08 1.17
C 2.08 -2.50 2.25
C 2.88 -1.59 2.92
C 2.93 -0.27 2.49
C 2.16 0.18 1.42
C 2.32 1.60 0.96
C 3.12 -0.60 -2.26
C 3.08 -1.97 -1.63
C 4.21 -0.27 -3.05
H 5.48 2.32 -4.89
H 5.59 0.63 -5.37
H 6.46 1.20 -3.95
H 3.38 2.87 -3.94
H 1.34 3.51 -3.17
H 1.03 2.98 -1.51
H 0.14 2.25 -2.84
H -1.58 -2.82 -1.87
H -1.75 -5.02 -3.00
H -2.10 -7.07 -1.66
H -2.27 -6.92 0.81
H -2.07 -4.69 1.92
H 0.74 -2.81 0.62
H 2.04 -3.54 2.56
H 3.47 -1.90 3.77
H 3.55 0.44 3.01
H 2.66 2.22 1.79
H 1.38 2.00 0.59
H 3.05 1.65 0.15
H 2.07 -2.38 -1.66
H 3.38 -1.93 -0.58
H 3.75 -2.65 -2.15
H 5.00 -1.01 -3.19
F -6.51 0.02 4.30
C -5.25 0.07 3.78
C -4.18 0.10 4.64
C -2.89 0.15 4.11
C -2.72 0.18 2.74
C -3.81 0.15 1.89
C -5.10 0.10 2.41
H -4.34 0.08 5.71
H -2.04 0.18 4.78
H -3.67 0.16 0.82
H -5.97 0.07 1.77

Record 4
10
Properties=species:S:1:pos:R:3 method="wB97M-V/def2-TZVPD" total_charge=0 s_squared=2.03 spin_multiplicity=3 de_lowest_kcal_mol=100.3
C -1.73 -0.34 0.31
C -0.69 0.54 0.29
C 1.84 -0.18 -0.83
C 0.75 0.24 0.23
O 1.42 -1.04 0.19
O 1.99 0.98 0.04
H -2.76 -0.06 0.72
H -1.52 -1.41 0.35
H -0.78 1.54 0.57
H 1.48 -0.27 -1.89

Please write out number 4 again, unchanged.
10
Properties=species:S:1:pos:R:3 method="wB97M-V/def2-TZVPD" total_charge=0 s_squared=2.03 spin_multiplicity=3 de_lowest_kcal_mol=100.3
C -1.73 -0.34 0.31
C -0.69 0.54 0.29
C 1.84 -0.18 -0.83
C 0.75 0.24 0.23
O 1.42 -1.04 0.19
O 1.99 0.98 0.04
H -2.76 -0.06 0.72
H -1.52 -1.41 0.35
H -0.78 1.54 0.57
H 1.48 -0.27 -1.89

Copy entry 2 word for word.
14
Properties=species:S:1:pos:R:3 method="wB97M-V/def2-TZVPD" total_charge=+1 spin_multiplicity=1 de_lowest_kcal_mol=127.0
C 0.23 0.73 -0.34
C -1.07 0.75 0.56
C -0.31 -1.35 0.60
N -1.60 -2.18 -0.85
N 0.60 -0.68 -0.33
O -2.68 -2.49 -0.50
O -0.93 -0.49 1.31
H 0.06 0.97 -1.29
H 0.98 1.23 0.13
H -1.18 1.46 1.28
H -1.96 0.58 -0.26
H -0.18 -2.30 1.06
H 0.33 -1.32 -1.16
H 1.59 -0.84 0.00

Copy entry 1 word for word.
23
Properties=species:S:1:pos:R:3 method="wB97M-V/def2-TZVPD" total_charge=0 smiles="C=CP(C)NC.C=C=C" spin_multiplicity=1 de_lowest_kcal_mol=41.0
C -1.54 0.73 -2.07
C -1.89 0.65 -0.78
P -0.80 -0.57 0.20
C -2.04 -1.66 0.83
N -0.79 0.40 1.69
C -0.42 1.83 1.64
H -1.93 1.43 -2.71
H -0.84 0.00 -2.30
H -2.77 1.02 -0.30
H -1.56 -2.47 1.31
H -2.73 -1.25 1.59
H -2.49 -2.26 0.05
H -0.11 -0.19 2.15
H -1.17 2.42 1.20
H 0.46 2.10 0.91
H -0.26 2.29 2.61
C 3.63 -0.27 -0.39
C 2.82 -0.52 -1.41
C 1.89 -0.79 -2.27
H 4.73 -0.27 -0.37
H 3.22 -0.03 0.63
H 1.45 -0.17 -3.10
H 1.46 -1.77 -2.22